1.
Formula: C4H5N3
Source: OMol25
Level of theory: ωB97M-V/def2-TZVPD

As for the energy above the lowest of the compared OMol25 structures with the same formula, charge and spin: 23.9 kcal per mole. As for the SMILES: Nc1ccncn1. The calculation puts the orbital gap at 9.64 eV.

The geometry in ORCA input format:
```
! RIJCOSX wB97M-V def2-TZVPD def2/J DEFGRID3
* xyz 0 1
H 2.74 -0.27 -0.92
C 1.74 -0.33 -0.50
N 0.76 0.31 -1.13
H -1.75 0.50 -2.03
H 0.21 -1.41 2.12
H -2.33 1.00 -0.48
H -1.10 0.74 1.58
N 1.58 -1.08 0.59
C -0.38 0.44 -0.44
C -0.36 0.27 0.95
C 0.49 -0.76 1.30
N -1.60 0.59 -1.04
*
```

2.
Formula: C36H89BrF9INO13PS12
Source: OMol25
Level of theory: ωB97M-V/def2-TZVPD

The calculation puts the orbital gap at 7.66 eV.

The geometry in ORCA input format:
```
! RIJCOSX wB97M-V def2-TZVPD def2/J DEFGRID3
* xyz 0 1
H -2.81 -3.32 5.33
H -6.36 5.88 4.60
H 3.32 -1.54 -2.71
C 4.63 3.81 -5.45
O -5.23 3.27 4.02
H -2.89 0.34 2.80
F 0.21 1.57 3.18
H 9.07 4.76 2.00
H -1.63 3.01 2.40
H 0.59 -6.63 -0.19
S 0.64 3.44 0.10
H -3.71 1.61 3.71
H -3.46 -1.65 5.28
O 5.73 3.16 2.65
H -2.18 3.79 -0.02
H 10.57 5.49 -1.49
F 1.84 -0.22 6.48
O -5.43 -3.54 6.26
H -10.26 -3.66 -3.83
C -5.93 5.36 5.45
C -0.40 0.69 3.94
C -0.53 -5.16 -1.31
H 4.26 3.42 0.79
O -8.75 -1.70 -6.39
C 8.31 4.60 1.23
H 1.44 -1.14 9.52
H 7.32 4.85 1.63
H -5.57 -0.94 -7.11
C -2.33 2.77 -0.39
H -1.35 -3.65 -2.58
O -1.70 -2.61 10.33
O 7.68 5.30 -1.24
H -2.78 0.88 0.59
H 5.63 3.97 -5.85
H -9.58 -1.30 -2.95
H -3.36 3.04 2.01
C -2.14 1.75 0.76
S -0.22 -2.59 10.44
Br 0.95 -3.89 -3.40
H -4.27 3.46 6.65
H 6.68 -1.95 -5.33
C 0.18 -1.78 11.99
O -1.09 1.17 -1.59
H -8.61 -3.80 -4.53
H 10.09 3.92 -0.81
C -1.77 1.31 4.35
H -1.97 -6.40 -6.41
H 4.19 2.92 -5.89
S 5.19 -3.27 -4.02
C -5.28 3.06 6.65
H -0.35 -0.82 12.04
H -3.54 -3.04 -7.32
C 2.39 3.41 -0.30
F 1.89 1.33 4.89
H -1.11 1.41 0.77
H 8.05 0.89 4.13
C -0.14 3.43 -1.55
O -0.50 -1.38 -1.45
H 0.51 -1.17 -3.28
H -3.13 -4.90 7.22
H -1.23 0.31 -3.45
H 6.71 -1.52 -3.60
S -1.64 -4.04 -6.33
H 7.56 -2.99 -4.16
C 0.34 -0.64 -2.33
O 3.33 3.50 -3.18
H 5.48 -3.92 -6.29
H 10.92 5.13 0.22
H -7.39 -0.67 -10.52
C 5.40 5.13 -3.24
C -3.07 -4.02 -7.41
H -0.46 4.45 -1.78
H -2.19 -2.06 6.47
H 8.02 1.39 2.42
H 1.12 -6.49 -1.87
H 1.57 -5.25 -0.68
H 6.63 0.51 3.10
H -6.14 -1.34 -11.60
H -0.76 -2.88 -0.16
N 2.91 -1.52 -1.77
H 5.02 1.42 4.74
H -0.16 -2.43 12.80
C -1.37 2.52 -1.57
H -0.88 -5.83 -7.72
C 0.37 -1.27 9.38
P 1.93 -0.16 -1.48
I -2.45 3.12 -3.44
C -6.56 -1.38 -10.60
S -5.27 -0.91 -9.44
H 4.72 5.91 -3.58
H -2.76 -4.16 -8.45
H -6.59 -2.17 -7.90
H -3.76 -4.80 -7.10
S -4.38 -2.87 7.07
C -0.13 -2.69 -1.04
S -6.13 3.60 5.16
H 1.25 -1.63 12.06
C 6.69 -2.34 -4.31
H -0.29 -5.94 -6.03
H -10.04 -4.16 -5.53
H 0.21 1.32 -3.22
H 0.59 3.15 -2.32
C 7.42 1.23 3.31
F -0.15 -0.93 5.80
H -4.87 5.59 5.54
H 0.18 -1.55 8.35
C 5.69 2.20 5.10
H 2.90 2.69 1.68
H -0.16 -0.35 9.62
H 6.31 -5.04 -5.16
H -1.04 -4.98 -0.35
C -1.15 -5.73 -6.66
H -5.25 1.97 6.62
H 0.92 -2.73 -0.72
C -0.42 -3.81 -2.03
O 4.06 -2.39 -4.42
H -1.20 -5.81 -1.89
H 2.98 4.45 1.51
S 0.85 0.21 5.31
F 1.57 -0.82 4.35
H -8.87 -0.05 -4.00
H -7.07 -0.45 -7.93
S 8.63 5.69 -0.16
H -4.13 -4.59 8.67
H 2.62 2.46 -0.80
H -6.47 5.64 6.36
S 4.73 3.53 -3.68
H -2.62 -3.68 8.45
H -6.90 -2.39 -10.37
H -3.37 2.70 -0.74
C -3.06 -2.44 5.93
S -9.73 -1.83 -5.28
H 3.64 -1.54 -1.07
C -0.45 0.60 -2.73
H 2.90 1.63 -2.25
C -8.96 -1.12 -3.83
O 2.41 0.90 -2.65
C 3.19 3.50 1.00
C -2.48 2.39 2.12
H 2.63 4.24 -0.97
H -5.83 3.39 7.52
C 5.41 -4.45 -5.35
H -7.97 -1.55 -3.70
H 6.39 5.25 -3.70
F 0.18 1.24 6.33
O -4.26 -2.01 -9.47
H 8.31 3.57 0.89
C 10.22 4.98 -0.60
H 6.34 1.82 5.89
F -1.50 2.54 4.82
H 5.50 5.16 -2.16
S 6.67 2.81 3.74
H 5.10 3.04 5.48
C -6.23 -1.14 -7.95
C -2.77 1.35 3.21
C 0.77 -5.92 -1.01
O -2.18 -4.02 -4.94
H 4.00 4.68 -5.64
H 4.54 -5.10 -5.35
C -3.46 -4.14 7.93
C -9.65 -3.54 -4.73
F -2.31 0.61 5.38
F -0.60 -0.40 3.24
*
```

3.
Formula: C33H21Br2N5O4PbS4
Source: OMol25
Level of theory: ωB97M-V/def2-TZVPD

As for the energy above the lowest of the compared OMol25 structures with the same formula, charge and spin: 19.2 kcal per mole. The calculation puts the orbital gap at 7.00 eV.

The geometry in ORCA input format:
```
! RIJCOSX wB97M-V def2-TZVPD def2/J DEFGRID3
* xyz 0 1
C -2.72 -1.49 2.11
H -0.24 2.59 -0.86
H 4.95 1.03 2.34
H -5.56 -3.29 1.78
Br 5.05 -3.95 -1.62
C -4.52 -3.02 1.70
C 1.96 2.08 3.50
H 3.95 2.83 3.74
C 4.63 -0.27 -3.39
H -1.39 -0.43 -4.27
C -3.00 0.75 3.20
C 5.05 -1.53 -3.05
C -3.51 2.39 -2.64
C 3.32 2.07 3.29
C 3.07 1.64 -3.04
H -4.11 3.16 -2.17
C 2.91 -0.34 -1.66
C -4.07 -1.83 2.24
S 1.12 -6.02 0.49
C -2.28 -3.46 1.01
H -4.76 -1.18 2.74
N -0.87 -0.06 2.54
S -2.75 1.17 -0.10
C -1.04 2.07 3.60
C -2.12 0.43 -2.46
H -3.04 2.69 4.09
N 1.74 0.14 2.16
H -3.84 3.07 -4.64
C -2.87 1.44 -1.88
C 1.38 -4.43 1.03
O 2.70 -2.30 -0.35
H 1.51 2.84 4.12
C -0.29 1.05 3.02
C -1.45 -0.43 -1.45
C 1.56 1.47 -1.19
H 5.87 -1.99 -3.56
C -2.59 1.33 -4.61
C 2.08 2.19 -2.28
C 0.58 2.15 -0.29
C 3.32 -1.68 -1.32
Br 5.56 0.63 -4.78
H -1.53 -4.09 0.56
H -3.91 -4.81 0.65
S 2.15 -4.15 -0.45
N -1.87 -2.31 1.50
N 1.94 0.24 -0.92
H 0.16 1.46 0.42
H 3.50 2.17 -3.88
C -2.42 1.91 3.67
H -0.59 2.97 3.97
H 1.08 2.95 0.25
C 1.17 1.10 2.89
C 3.56 0.36 -2.72
H 3.41 -0.71 1.39
C -3.36 2.33 -4.02
C 3.04 0.11 1.99
N -1.65 -0.03 -0.20
H -4.07 0.63 3.22
C -3.61 -3.86 1.07
C 4.38 -2.22 -2.04
H -2.47 1.32 -5.69
O -2.22 2.32 0.59
H 1.70 3.18 -2.49
C -1.98 0.36 -3.84
O -0.73 -1.39 -1.73
C 3.89 1.07 2.52
O -4.00 0.68 0.43
S 1.03 -3.53 2.37
Pb 0.32 -1.34 0.76
C -2.18 -0.23 2.64
*
```

4.
Formula: C6H15N3
Source: OMol25
Level of theory: ωB97M-V/def2-TZVPD

As for the energy above the lowest of the compared OMol25 structures with the same formula, charge and spin: 129.3 kcal per mole. The calculation puts the orbital gap (spin up / spin down) at 6.38 / 7.41 eV.

The geometry in ORCA input format:
```
! RIJCOSX wB97M-V def2-TZVPD def2/J DEFGRID3
* xyz 0 1
H 2.15 -1.52 1.06
N -1.05 1.22 -0.46
H 3.29 1.81 -0.24
H -0.71 -1.20 0.79
H 0.35 -0.07 -0.83
N 0.29 0.92 -0.57
H 1.15 -0.82 2.33
C 2.81 0.85 -0.07
H -4.03 0.68 -1.52
H 1.98 1.47 1.80
H 2.91 -0.90 2.54
H -0.57 -2.37 -0.51
H 1.63 1.07 -0.77
N -3.18 1.20 -1.36
C -1.29 -1.80 0.08
C 2.11 -0.72 1.81
H -2.93 1.78 -2.15
C 2.25 0.62 1.19
C -2.12 0.42 -0.85
H 3.31 0.02 -0.56
C -2.18 -0.92 -0.76
H -1.89 -2.53 0.63
H -3.01 -1.41 -1.24
H -1.24 2.20 -0.33
*
```

5.
Formula: C2H7O3Pr
Source: OMol25
Level of theory: ωB97M-V/def2-TZVPD

The expectation value of S² is 2.195. As for the energy above the lowest of the compared OMol25 structures with the same formula, charge and spin: 25.4 kcal per mole. The calculation puts the orbital gap (spin up / spin down) at 4.20 / 6.42 eV.

The geometry in ORCA input format:
```
! RIJCOSX wB97M-V def2-TZVPD def2/J DEFGRID3
* xyz 2 3
H 1.06 -1.25 1.24
O -2.99 -0.14 -0.74
C 1.31 0.51 0.02
H 0.73 -1.50 -0.52
Pr -2.64 0.43 1.51
O 2.70 0.32 0.21
O -0.76 -0.66 0.48
H 1.08 0.81 -1.01
C 0.62 -0.81 0.33
H 0.94 1.30 0.70
H -1.87 -0.62 -1.02
H -3.32 0.46 -1.41
H 3.14 1.17 0.22
*
```

6.
Formula: C16H31AlBBrCaFLiN4O12
Source: OMol25
Level of theory: ωB97M-V/def2-TZVPD

The calculation puts the orbital gap at 1.13 eV.

The geometry in ORCA input format:
```
! RIJCOSX wB97M-V def2-TZVPD def2/J DEFGRID3
* xyz 2 1
C -0.29 1.41 2.34
O -3.44 0.39 -2.52
O 10.04 -1.91 0.77
O 2.91 -1.32 3.91
H -3.15 -2.86 0.36
H 5.73 -2.06 1.59
H 4.15 -3.12 0.48
F 8.38 0.60 1.57
O -0.43 2.67 2.48
Al -7.74 0.96 -5.62
H 4.64 0.79 1.26
B 2.77 -0.99 2.50
C -2.91 -2.02 2.27
N 3.81 -1.32 1.62
H -4.74 -1.40 2.51
O 8.10 -1.41 1.56
H -4.06 2.92 -3.55
H 0.47 5.30 0.48
H 1.31 1.04 3.74
C 3.41 -2.34 0.60
H -3.58 -0.93 -4.88
C -3.25 2.84 -2.82
H -4.56 -2.97 2.68
H -2.33 0.68 1.84
C 0.88 0.75 2.79
C 0.71 -0.52 0.77
C -1.53 -1.51 0.19
H -1.78 1.45 -2.11
H -5.26 1.08 -3.25
Ca -0.05 -1.38 3.96
H -3.73 -1.25 0.46
C 5.25 1.69 -0.09
H -0.90 -2.39 0.31
N 8.87 -2.17 0.86
C -4.22 -0.05 -4.80
H -1.63 -1.33 -0.87
C -2.91 -1.88 0.78
Br 0.45 3.53 4.27
C -0.78 -0.42 0.91
H 4.69 -2.91 2.71
H -0.44 6.09 1.64
H -0.59 4.43 1.45
C -1.27 0.56 1.68
C -2.58 1.48 -2.85
H -2.53 3.62 -3.04
O -1.86 -2.07 2.91
H -5.76 -2.75 -6.40
O -6.30 -1.97 -6.29
H -5.11 -0.65 -2.94
O 5.56 2.72 -0.67
O 1.20 -0.76 -0.31
O 4.75 1.76 1.21
H -5.12 -0.23 -5.42
C 4.97 -1.92 2.35
O 5.30 0.49 -0.49
C 1.45 -0.26 2.02
H 2.41 -2.75 0.82
H -3.68 0.79 -5.24
H 5.35 -1.28 3.12
H -2.11 1.30 -3.82
C -4.57 0.22 -3.34
N -0.44 5.32 0.96
Li -7.11 -1.49 -4.87
N -4.15 -2.08 2.97
O 8.33 -3.12 0.33
H 3.28 -1.83 -0.34
H 2.59 -2.20 4.13
H -3.68 3.03 -1.83
H -1.18 5.47 0.27
*
```

7.
Formula: C2H4O2S
Source: OMol25
Level of theory: ωB97M-V/def2-TZVPD

As for the energy above the lowest of the compared OMol25 structures with the same formula, charge and spin: 71.2 kcal per mole. The calculation puts the orbital gap at 9.58 eV.

The geometry in ORCA input format:
```
! RIJCOSX wB97M-V def2-TZVPD def2/J DEFGRID3
* xyz 0 1
O -1.17 0.20 -1.13
H -1.83 0.06 0.72
H 1.79 -1.50 0.62
O 0.66 0.92 1.56
C 2.00 -0.51 -0.03
S 1.27 0.90 0.23
H -3.07 0.40 -0.56
H 2.42 -0.70 -1.04
C -2.08 0.22 -0.37
*
```

8.
Formula: C20H17NO5S
Source: OMol25
Level of theory: ωB97M-V/def2-TZVPD

As for the energy above the lowest of the compared OMol25 structures with the same formula, charge and spin: 134.0 kcal per mole. As for the SMILES: CCc1ccc(S(=O)(=O)Oc2cccc3c2C(=O)C=C(N2CC2)C3=O)cc1. The calculation puts the orbital gap at 7.68 eV.

The geometry in ORCA input format:
```
! RIJCOSX wB97M-V def2-TZVPD def2/J DEFGRID3
* xyz 0 1
C -3.06 -0.17 1.04
N -0.36 3.86 2.47
H -0.87 6.00 2.29
H 2.92 -1.84 0.50
C 2.05 -0.68 -3.96
C 1.73 -1.22 -2.60
C 1.27 0.63 -4.15
H -2.34 -3.41 1.38
O -0.09 -2.65 2.38
C 0.00 4.51 1.22
C 2.53 -1.12 -1.42
H 0.90 5.09 1.10
H -2.25 5.00 1.66
H -0.23 -2.03 -3.26
H -0.80 -3.21 -1.45
H 3.09 -0.51 -4.15
C -2.21 -2.31 1.39
O -0.06 -4.77 0.76
H -3.89 0.45 0.71
C -0.53 2.49 2.22
O 1.56 -0.45 2.46
H 1.53 1.05 -5.15
H 1.35 1.34 -3.35
O 2.01 -3.97 1.80
H 1.29 1.96 3.29
C -0.79 -0.38 1.84
C 1.01 -2.61 -0.23
C 2.20 -1.87 -0.33
C -1.21 5.03 2.01
H 1.76 -1.44 -4.65
S 0.71 -3.62 1.24
C 0.10 -2.62 -1.35
H 3.50 -0.51 -1.45
C 0.51 1.63 2.62
C 0.52 -1.89 -2.51
H -0.21 4.12 0.23
C -1.00 -1.79 1.81
O -2.42 2.66 0.81
H -4.20 -2.03 0.77
C -1.82 0.47 1.43
C -1.69 1.92 1.47
C 0.50 0.20 2.34
H 0.28 0.27 -4.25
C -3.25 -1.56 1.02
*
```

What did the fourth record say?
Formula: C6H15N3
Source: OMol25
Level of theory: ωB97M-V/def2-TZVPD

As for the energy above the lowest of the compared OMol25 structures with the same formula, charge and spin: 129.3 kcal per mole. The calculation puts the orbital gap (spin up / spin down) at 6.38 / 7.41 eV.

The geometry in ORCA input format:
```
! RIJCOSX wB97M-V def2-TZVPD def2/J DEFGRID3
* xyz 0 1
H 2.15 -1.52 1.06
N -1.05 1.22 -0.46
H 3.29 1.81 -0.24
H -0.71 -1.20 0.79
H 0.35 -0.07 -0.83
N 0.29 0.92 -0.57
H 1.15 -0.82 2.33
C 2.81 0.85 -0.07
H -4.03 0.68 -1.52
H 1.98 1.47 1.80
H 2.91 -0.90 2.54
H -0.57 -2.37 -0.51
H 1.63 1.07 -0.77
N -3.18 1.20 -1.36
C -1.29 -1.80 0.08
C 2.11 -0.72 1.81
H -2.93 1.78 -2.15
C 2.25 0.62 1.19
C -2.12 0.42 -0.85
H 3.31 0.02 -0.56
C -2.18 -0.92 -0.76
H -1.89 -2.53 0.63
H -3.01 -1.41 -1.24
H -1.24 2.20 -0.33
*
```